Entry 1:
{
  "formula": "C7H20N2O7P2",
  "method": "ωB97M-V with the def2-TZVPD basis set",
  "species": ["N", "P", "O", "P", "O", "O", "C", "C", "N", "O", "C", "C", "C", "O", "O", "H", "H", "H", "H", "H", "H", "H", "H", "H", "H", "H", "H", "H", "H", "C", "C", "O", "H", "H", "H", "H", "H", "H"],
  "xyz": [[-0.873, -4.209, 2.397], [-1.212, -2.594, 2.333], [0.289, -1.714, 2.339], [0.904, -1.426, 0.738], [-0.012, -1.983, -0.438], [0.949, 0.334, 0.495], [-0.408, 0.843, 0.757], [-1.046, 1.725, -0.498], [-2.437, 2.168, -0.007], [2.563, -2.038, 0.568], [2.506, -3.072, -0.476], [3.950, -3.891, -0.677], [3.547, -5.203, -1.633], [3.248, -6.386, -1.065], [3.493, -4.957, -3.112], [-1.307, -4.554, 3.307], [-2.009, -2.226, 3.490], [-2.048, -2.301, 1.163], [-1.172, -0.051, 0.941], [-0.337, 1.565, 1.699], [-1.242, 1.000, -1.411], [-0.389, 2.665, -0.783], [-2.272, 2.385, 1.012], [-3.043, 1.296, 0.015], [2.314, -2.552, -1.529], [1.711, -3.934, -0.252], [4.374, -4.264, 0.366], [4.729, -3.265, -1.288], [3.258, -5.884, -3.473], [-2.366, 6.316, -1.227], [-2.165, 5.418, -0.025], [-0.830, 4.936, 0.003], [-2.154, 5.772, -2.154], [-3.393, 6.692, -1.266], [-1.679, 7.168, -1.194], [-2.838, 4.556, -0.074], [-2.363, 5.958, 0.906], [-0.241, 5.708, 0.055]],
  "total_charge": 0,
  "homo_lumo_gap_ev": 8.99,
  "e_lumo_ev": -0.2,
  "max_force_ev_per_a": 8.76,
  "e_tot_ev": -43469.8176,
  "multiplicity": 1
}

Entry 2:
{
  "formula": "C7H20O3",
  "method": "ωB97M-V with the def2-TZVPD basis set",
  "species": ["C", "C", "C", "C", "C", "C", "C", "H", "H", "H", "H", "H", "H", "H", "H", "H", "H", "H", "H", "H", "H", "H", "H", "O", "H", "H", "O", "H", "H", "O"],
  "xyz": [[-0.497, -0.430, 3.567], [-1.424, -0.629, 2.334], [-1.791, 0.782, 1.889], [-0.532, 1.549, 1.367], [-2.120, 1.604, -2.095], [-1.201, 1.330, -0.932], [-1.108, 2.162, 0.120], [-0.500, -1.253, 4.340], [0.587, -0.412, 3.461], [-0.609, 0.536, 3.967], [-0.946, -1.149, 1.504], [-2.275, -1.306, 2.524], [-2.272, 1.187, 2.893], [-2.611, 0.900, 1.173], [-0.063, 2.374, 2.005], [0.399, 1.027, 1.030], [-3.196, 1.782, -1.838], [-2.155, 0.665, -2.672], [-1.839, 2.378, -2.751], [-0.936, 0.250, -0.938], [-1.677, 3.098, 0.111], [2.775, 0.354, -2.211], [2.679, -1.222, -2.591], [3.053, -0.527, -2.038], [3.660, -1.388, -0.356], [2.546, -1.114, 0.694], [3.306, -1.647, 0.469], [-0.108, -2.474, -3.680], [1.084, -3.260, -2.835], [0.792, -2.769, -3.579]],
  "total_charge": -1,
  "homo_lumo_gap_ev": [2.58, 9.35],
  "e_lumo_ev": [3.3, 3.3],
  "max_force_ev_per_a": 3.13,
  "e_tot_ev": -13722.6400,
  "multiplicity": 2,
  "relative_energy_kcal_mol": 36.68
}

Entry 3:
{
  "formula": "C7H20O3",
  "method": "ωB97M-V with the def2-TZVPD basis set",
  "species": ["C", "C", "C", "O", "H", "H", "H", "H", "H", "H", "H", "H", "C", "C", "C", "O", "H", "H", "H", "H", "H", "H", "H", "H", "C", "O", "H", "H", "H", "H"],
  "xyz": [[0.122, -0.524, -2.948], [-0.810, 0.184, -2.011], [-0.314, 1.690, -1.828], [-2.136, 0.171, -2.508], [0.111, -1.612, -2.887], [1.068, -0.184, -2.528], [0.103, -0.081, -3.944], [-0.850, -0.346, -1.059], [-0.005, 2.294, -2.681], [0.524, 1.695, -1.131], [-1.157, 2.217, -1.381], [-2.038, 0.561, -3.380], [3.387, -1.037, 1.930], [2.241, -0.106, 2.384], [0.918, -0.071, 1.494], [1.791, -0.470, 3.644], [3.686, -0.769, 0.917], [3.083, -2.070, 2.098], [4.284, -0.994, 2.549], [2.702, 0.879, 2.457], [0.992, 0.621, 0.655], [0.055, 0.270, 2.067], [0.744, -1.048, 1.044], [0.989, -0.981, 3.505], [-3.253, -0.209, 0.928], [-3.592, 0.874, 0.104], [-2.878, 0.199, 1.867], [-4.014, -0.989, 0.959], [-2.446, -0.774, 0.461], [-3.305, 0.613, -0.774]],
  "total_charge": 1,
  "homo_lumo_gap_ev": [9.70, 2.32],
  "e_lumo_ev": [-3.0, -10.3],
  "max_force_ev_per_a": 1.73,
  "e_tot_ev": -13714.1560,
  "multiplicity": 2
}